C13H18ClN3O2S2 | ωB97M-V/def2-TZVPD

Its lowest unoccupied orbital energy is 0.380 eV. The structure (SMILES) is Cc1ccc(NC(=S)N2CCN(S(C)(=O)=O)CC2)cc1Cl. Its HOMO-LUMO gap is 8.74 eV. As for the HOMO energy: -8.357 eV. As for the total energy: -56531.6287 eV. The energy above the lowest of the compared OMol25 structures with the same formula, charge and spin comes out at 0.0 kcal/mol.

```
! wB97M-V def2-TZVPD RIJCOSX def2/J DEFGRID3
* xyz 0 1
C -5.533 -1.790 -0.693
C -4.427 -0.787 -0.640
C -4.347 0.264 -1.547
C -3.321 1.186 -1.504
C -2.325 1.086 -0.534
N -1.312 2.044 -0.517
C -0.156 2.077 0.219
S 0.385 3.553 0.733
N 0.492 0.913 0.482
C 1.653 0.929 1.352
C 2.939 1.065 0.529
N 3.001 0.062 -0.503
S 3.991 -1.247 -0.314
C 3.226 -2.356 0.910
O 4.006 -1.940 -1.566
O 5.215 -0.773 0.252
C 1.825 -0.050 -1.322
C 0.545 -0.175 -0.478
C -2.399 0.057 0.402
C -3.433 -0.859 0.332
Cl -3.477 -2.127 1.509
H -6.202 -1.583 -1.524
H -5.128 -2.795 -0.808
H -6.105 -1.771 0.233
H -5.108 0.358 -2.306
H -3.286 1.992 -2.221
H -1.590 2.962 -0.838
H 1.562 1.769 2.041
H 1.650 -0.008 1.918
H 3.828 0.949 1.148
H 2.957 2.056 0.064
H 3.892 -3.204 1.004
H 2.262 -2.678 0.541
H 3.151 -1.836 1.855
H 1.963 -0.920 -1.964
H 1.748 0.848 -1.948
H -0.323 -0.151 -1.135
H 0.539 -1.119 0.076
H -1.671 -0.018 1.193
*
```

C13H18ClNO3PtS | ωB97M-V/def2-TZVPD

Its lowest unoccupied orbital energy is 0.396 eV. Its HOMO-LUMO gap is 8.26 eV. As for the HOMO energy: -7.864 eV. As for the total energy: -48009.3254 eV. The energy above the lowest of the compared OMol25 structures with the same formula, charge and spin comes out at 12.2 kcal/mol.

```
! wB97M-V def2-TZVPD RIJCOSX def2/J DEFGRID3
* xyz 0 1
Pt -1.274 0.141 0.149
N -0.934 0.503 2.734
C -0.936 1.953 2.896
C -0.306 2.650 1.686
O 0.268 3.715 1.850
O -0.476 2.083 0.541
H -1.569 0.049 3.377
H -0.011 0.119 2.895
H -0.415 2.306 3.788
H -1.973 2.293 2.957
O 0.862 -0.365 0.003
S 1.869 0.754 0.255
C 3.448 -0.067 -0.139
C 4.054 0.637 -1.352
C 2.874 1.088 -2.208
C 1.913 1.768 -1.245
H 3.148 -1.090 -0.367
H 4.087 -0.067 0.742
H 4.732 -0.031 -1.884
H 4.631 1.507 -1.033
H 2.388 0.224 -2.668
H 3.177 1.767 -3.005
H 0.880 1.863 -1.568
H 2.260 2.754 -0.927
Cl -0.467 -4.827 -1.324
C -1.380 -3.394 -0.966
C -2.247 -3.426 0.158
C -2.966 -2.322 0.480
C -2.889 -1.140 -0.329
C -3.307 0.195 0.089
C -2.005 -1.123 -1.456
C -1.261 -2.301 -1.758
H -2.300 -4.322 0.760
H -3.610 -2.321 1.351
H -3.801 0.266 1.053
H -3.692 0.874 -0.667
H -2.147 -0.387 -2.236
H -0.623 -2.326 -2.631
*
```

C13H18ClO4S4Se4Y | ωB97M-V/def2-TZVPD

Its lowest unoccupied orbital energy is 3.668 eV. Its HOMO-LUMO gap is 5.45 eV. As for the HOMO energy: -1.779 eV. As for the total energy: -340262.9395 eV. The energy above the lowest of the compared OMol25 structures with the same formula, charge and spin comes out at 0.7 kcal/mol.

```
! wB97M-V def2-TZVPD RIJCOSX def2/J DEFGRID3
* xyz -2 1
Y -0.962 -0.977 0.873
O -2.652 1.269 3.559
S -2.764 0.868 2.175
O -3.886 1.454 1.472
O -1.455 1.163 1.425
O -2.799 -0.670 2.047
Se 1.169 -1.406 2.910
Se 2.429 -3.204 2.092
Se 0.831 -4.712 1.317
Se -0.213 -3.498 -0.393
C 4.957 2.042 1.088
C 4.705 3.333 0.307
S 3.282 3.341 -0.801
C 1.903 3.261 0.366
C 1.504 1.884 0.873
S 1.121 0.725 -0.460
C 2.563 -0.379 -0.707
C 3.673 -0.424 0.333
S 5.167 0.575 0.044
H 4.168 1.850 1.813
H 5.879 2.166 1.661
H 5.558 3.528 -0.347
H 4.627 4.177 0.998
H 1.062 3.694 -0.176
H 2.112 3.923 1.212
H 0.566 1.963 1.428
H 2.232 1.433 1.541
H 2.979 -0.146 -1.687
H 2.105 -1.371 -0.752
H 4.051 -1.447 0.331
H 3.301 -0.275 1.347
Cl -7.256 -3.334 -2.425
C -5.702 -2.563 -2.116
C -5.642 -1.414 -1.346
C -4.420 -0.806 -1.116
C -3.221 -1.318 -1.650
C -1.941 -0.677 -1.385
C -3.331 -2.501 -2.405
C -4.547 -3.117 -2.640
H -6.548 -1.000 -0.920
H -4.378 0.074 -0.482
H -1.167 -0.911 -2.121
H -2.033 0.407 -1.257
H -2.427 -2.950 -2.803
H -4.598 -4.028 -3.224
*
```